# C62H65N9O26

A 13-piece molecular cluster, C62H65N9O26 overall (the ωB97M-V functional and the def2-TZVPD basis, OMol25).

Its HOMO energy is -9.9 eV. The calculation puts the LUMO energy at -0.76 eV. For the energy, the calculation gives -131974.1987 eV. The orbital gap comes out at 9.2 eV.

```
! RIJCOSX wB97M-V def2-TZVPD def2/J DEFGRID3
* xyz 0 1
C 2.51929 -4.00844 -4.24830
C 3.45247 -4.85411 -3.47980
O 2.77703 -4.97305 -2.16688
C 1.76398 -4.08648 -2.11414
O 1.16070 -3.87029 -1.10174
O 1.54493 -3.49841 -3.33765
H 1.87426 -4.48609 -5.05363
H 3.11870 -3.23141 -4.71824
H 4.42363 -4.36329 -3.32960
H 3.62628 -5.90070 -3.82190
C 1.65013 0.12712 -5.78628
C 1.36164 1.61961 -5.72399
O 2.03114 2.06982 -4.57461
C 2.97254 1.11710 -4.22816
O 3.80510 1.29696 -3.40498
O 2.89220 0.06300 -5.02656
H 1.96632 -0.37968 -6.72012
H 0.84675 -0.48038 -5.24539
H 0.30040 1.84688 -5.64246
H 1.77462 2.20876 -6.52481
C 3.81234 -1.11140 -1.30837
C 4.90664 -0.31154 -0.74647
O 5.49909 -1.12978 0.30707
C 5.25521 -2.36963 0.00128
O 5.67058 -3.30489 0.56476
O 4.30548 -2.47477 -1.00856
H 3.53522 -0.92959 -2.32122
H 2.92118 -0.79806 -0.84333
H 4.54977 0.61615 -0.28925
H 5.75408 -0.13295 -1.48013
C 3.09245 -2.51938 2.47144
C 4.33013 -2.39374 3.34496
O 4.51856 -0.93480 3.38313
C 3.91212 -0.38577 2.33493
O 3.98434 0.73917 1.96047
O 3.02371 -1.27583 1.77931
H 2.24464 -2.59197 3.15168
H 3.13946 -3.39897 1.80833
H 5.22592 -2.83416 2.83992
H 4.17727 -2.72639 4.36253
C -0.59663 1.21271 0.60636
C 0.25894 -0.01977 0.38924
C -0.24126 -1.02885 -0.57702
C -0.22262 -0.56388 -1.98232
N -0.11867 -0.21395 -3.05513
H -0.66474 1.77066 -0.34507
H -0.17388 1.85403 1.30280
H -1.63778 1.01938 0.93945
H 0.33070 -0.50819 1.35453
H 1.29219 0.28934 0.18310
H -1.31852 -1.24672 -0.37233
H 0.31363 -1.98585 -0.59995
C -2.79074 3.73709 -2.16763
C -2.33501 2.84888 -3.36901
C -3.15633 1.55999 -3.48942
C -3.03269 0.70038 -2.29573
N -3.04536 -0.07052 -1.43499
H -2.07476 4.49208 -1.88852
H -3.00794 3.12872 -1.35226
H -3.70407 4.27114 -2.47471
H -1.29583 2.59589 -3.26197
H -2.41424 3.42111 -4.33487
H -2.85742 0.95462 -4.30354
H -4.22233 1.59255 -3.62184
C 1.98345 -6.02507 1.61901
C 3.29881 -6.19207 1.16883
C 4.32501 -5.99535 2.08504
C 4.00892 -5.76452 3.42612
C 2.70865 -5.58147 3.89838
C 1.66663 -5.87453 2.98338
N 5.10768 -5.54537 4.37802
O 6.21449 -5.70820 3.98973
O 4.78017 -5.13322 5.45042
H 1.17321 -6.16783 0.89519
H 3.43551 -6.24352 0.10262
H 5.34472 -6.10089 1.76808
H 2.53616 -5.27987 4.92509
H 0.65415 -5.79123 3.27113
C -3.40632 -1.98739 -4.22825
C -3.96063 -1.44683 -5.34331
C -3.18305 -1.44310 -6.55015
C -1.99173 -2.09035 -6.50802
C -1.52591 -2.73907 -5.41511
C -2.19790 -2.69302 -4.23041
N -1.11522 -1.99807 -7.73144
O -0.17907 -2.74546 -7.78167
O -1.59582 -1.35540 -8.67782
H -3.97340 -1.90005 -3.26051
H -4.94643 -0.97532 -5.27885
H -3.49915 -0.89724 -7.42522
H -0.56580 -3.23387 -5.50137
H -1.75749 -3.13070 -3.32526
C -2.63272 -1.46327 2.74691
C -1.47410 -2.24830 2.84024
C -1.21093 -3.16641 1.84577
C -2.19743 -3.30574 0.83861
C -3.37742 -2.58006 0.77740
C -3.64578 -1.64661 1.79324
N -1.99302 -4.36502 -0.14135
O -2.76535 -4.37614 -1.10445
O -1.06678 -5.11375 -0.03732
H -2.82961 -0.71834 3.51370
H -0.78302 -2.16243 3.61254
H -0.34154 -3.78980 1.66876
H -4.09617 -2.81999 -0.02538
H -4.55734 -1.11616 1.87650
C -2.14278 4.26243 2.12999
C -2.57771 3.44277 3.15380
C -3.56652 3.84577 4.03996
C -4.05903 5.12347 3.92716
C -3.64521 6.00562 2.93687
C -2.66262 5.56532 2.01650
N -5.10429 5.62280 4.79694
O -5.58771 4.83305 5.59874
O -5.50959 6.77134 4.59095
H -1.46401 3.99802 1.36416
H -2.31348 2.38842 3.25985
H -3.87592 3.10421 4.80955
H -3.97003 7.06244 2.98609
H -2.45114 6.20005 1.13708
C 1.94132 4.27055 -1.39106
C 1.20441 5.34931 -0.95305
C 0.93492 5.58866 0.38615
C 1.54921 4.70476 1.28357
C 2.27298 3.59491 0.94554
C 2.46179 3.39368 -0.42977
N 1.25964 5.00183 2.67792
O 0.62709 5.97771 2.95976
O 1.70147 4.20911 3.50533
H 2.16465 4.15486 -2.47235
H 0.82467 6.02922 -1.71067
H 0.36556 6.39239 0.80974
H 2.64819 2.94015 1.70584
H 2.94483 2.50093 -0.75234
C -6.08437 3.88600 0.93790
C -7.13265 4.38430 0.20264
C -7.58923 3.68508 -0.91027
C -6.93148 2.49721 -1.18205
C -5.88340 1.96509 -0.42059
C -5.44455 2.66549 0.65133
N -7.22202 1.82259 -2.49036
O -6.43624 0.94401 -2.77038
O -8.21365 2.13714 -3.10262
H -5.63124 4.43365 1.73463
H -7.65480 5.29194 0.48327
H -8.45369 4.02530 -1.45319
H -5.45879 0.99494 -0.65353
H -4.60987 2.39897 1.29422
C 4.91000 0.79276 6.45030
C 4.61308 1.73967 5.41061
C 3.35215 1.71525 4.85149
C 2.46290 0.71262 5.15012
C 2.78980 -0.28543 6.07701
C 3.95914 -0.16930 6.85015
N 1.19622 0.60654 4.39447
O 0.91335 1.49689 3.63848
O 0.50809 -0.41919 4.65744
H 5.82104 0.69208 7.02366
H 5.45813 2.41209 5.13402
H 3.12001 2.39050 4.01161
H 2.12575 -1.07746 6.31699
H 4.17234 -0.92095 7.57916
*
```